1.
ORCA calculation (ωB97M-V/def2-TZVPD) on a 2-piece molecular cluster, C9H25INOSi2 overall.

Values from the calculation:
* net charge: -1
* gap between HOMO and LUMO: 0.19408 Eh
* HOMO: -3.1 eV

Each line ends with the Mulliken charge.
Cartesian coordinates (Å):
C -2.732 1.649 2.799  -0.321
C -4.162 1.105 2.886  -0.491
C -5.276 1.859 2.159  -0.350
N -6.506 1.432 2.235  -0.778
I -5.052 4.141 3.147  -0.590
H -2.708 2.719 2.636  0.250
H -2.197 1.388 3.709  0.292
H -2.226 1.182 1.951  -0.220
H -4.467 0.955 3.921  0.310
H -4.166 0.116 2.423  0.277
H -5.019 1.984 1.102  0.415
H -6.763 1.344 3.221  0.216
O 2.320 -0.205 -0.852  -0.336
Si 0.721 0.202 -0.775  0.358
C -0.227 -1.122 0.136  -0.998
C 0.024 0.369 -2.502  -1.024
C 0.511 1.818 0.113  -0.980
Si 3.295 -1.385 -1.423  0.429
C 5.068 -0.969 -1.023  -1.034
C 3.113 -1.541 -3.278  -1.014
C 2.865 -3.026 -0.638  -1.018
H -0.239 -2.064 -0.418  0.328
H -1.262 -0.807 0.286  0.395
H 0.211 -1.315 1.117  0.275
H 0.614 1.067 -3.100  0.283
H -1.002 0.742 -2.455  0.381
H 0.008 -0.590 -3.026  0.303
H 1.032 2.630 -0.398  0.309
H 0.887 1.760 1.136  0.272
H -0.550 2.069 0.159  0.290
H 5.369 -0.025 -1.479  0.282
H 5.724 -1.755 -1.404  0.298
H 5.224 -0.890 0.054  0.282
H 2.118 -1.896 -3.551  0.294
H 3.843 -2.252 -3.674  0.380
H 3.274 -0.580 -3.770  0.277
H 1.872 -3.363 -0.941  0.298
H 2.875 -2.953 0.452  0.280
H 3.585 -3.792 -0.934  0.380


2.
ORCA calculation (ωB97M-V/def2-TZVPD) on a 6-piece molecular cluster, H12O6 overall.

Values from the calculation:
* gap between HOMO and LUMO: 0.37185 Eh
* energy relative to the best compared isomer or geometry (same formula, charge and spin): 64.55 kcal/mol
* HOMO: -10.1 eV

Each line ends with the Mulliken charge.
Cartesian coordinates (Å):
O 0.931 -0.537 0.786  -0.583
H 0.408 -0.004 0.176  0.312
H 1.032 -1.381 0.333  0.324
O -1.240 0.682 1.582  -0.623
H -1.315 1.611 1.338  0.287
H -1.033 0.703 2.523  0.290
O -2.191 -2.981 -0.635  -0.522
H -2.161 -3.681 0.027  0.269
H -2.761 -3.336 -1.326  0.261
O -0.980 3.999 -0.986  -0.628
H -0.916 3.057 -0.795  0.298
H -0.473 4.416 -0.280  0.328
O 4.455 -0.697 -0.355  -0.626
H 3.782 -0.050 -0.115  0.313
H 5.275 -0.191 -0.358  0.314
O -0.994 -0.926 -0.600  -0.661
H -1.289 -0.224 -0.009  0.342
H -0.530 -0.460 -1.305  0.304


3.
ORCA calculation (ωB97M-V/def2-TZVPD) on C6H10 as an isolated structure.

Values from the calculation:
* gap between HOMO and LUMO: 0.37890 Eh
* energy relative to the best compared isomer or geometry (same formula, charge and spin): 39.46 kcal/mol
* HOMO: -9.1 eV

Each line ends with the Mulliken charge.
Cartesian coordinates (Å):
C -0.065 1.220 0.511  -0.444
C 1.196 0.870 -0.121  -0.818
C 0.780 -0.698 -1.134  -0.730
C -0.481 -1.271 -0.804  -0.220
C -1.169 -0.880 0.243  -0.385
C -0.739 0.109 1.237  -0.605
H -0.799 1.383 -0.363  0.231
H -0.096 2.139 1.084  0.382
H 1.889 0.332 0.507  0.311
H 1.675 1.684 -0.670  0.325
H 1.678 -1.246 -0.907  0.336
H 0.833 -0.524 -2.210  0.298
H -0.860 -1.913 -1.583  0.356
H -2.118 -1.340 0.447  0.381
H -0.091 -0.329 2.000  0.283
H -1.632 0.463 1.765  0.302


4.
ORCA calculation (ωB97M-V/def2-TZVPD) on C29H42Br2ClN3OSi4V as an isolated structure.

Values from the calculation:
* spin multiplicity: 2
* net charge: +2
* gap between HOMO and LUMO (alpha / beta): 0.22346 / 0.23906 Eh
* energy relative to the best compared isomer or geometry (same formula, charge and spin): 15.45 kcal/mol
* HOMO (alpha / beta): -13.1 / -13.2 eV

Each line ends with the Mulliken charge.
Cartesian coordinates (Å):
V 0.706 0.425 -0.629  0.539
Br -0.564 2.481 -4.768  -0.108
C 0.077 3.302 -3.205  -0.041
C 0.371 4.681 -3.178  -0.220
C 0.798 5.284 -2.030  -0.073
Br 1.152 7.129 -2.032  -0.143
C 0.976 4.530 -0.837  0.631
C 1.389 5.036 0.414  -0.870
C 1.507 4.179 1.480  -1.327
C 1.235 2.819 1.320  -0.351
N 0.844 2.301 0.166  1.187
C 0.713 3.153 -0.905  0.459
C 0.226 2.538 -2.084  -0.530
O -0.072 1.231 -1.954  -0.291
H 0.245 5.261 -4.081  0.497
H 1.586 6.094 0.520  0.391
H 1.806 4.541 2.453  0.513
H 1.310 2.148 2.167  0.413
N 0.699 -1.351 -1.919  -0.421
C 1.774 -2.342 -1.941  -0.377
C 2.298 -2.771 -3.149  -0.644
C 3.262 -3.771 -3.166  -0.699
C 3.690 -4.350 -1.980  -0.696
C 3.179 -3.898 -0.770  -1.214
C 2.225 -2.892 -0.751  0.756
H 0.675 -0.886 -2.826  0.358
H -0.194 -1.837 -1.825  -0.065
H 1.951 -2.343 -4.083  0.482
H 3.669 -4.105 -4.111  0.444
H 4.414 -5.153 -1.998  0.471
H 3.508 -4.340 0.162  0.488
H 1.817 -2.538 0.187  0.330
Cl 4.418 -0.936 3.222  -0.154
C 4.124 -0.480 1.600  -0.283
C 5.157 -0.358 0.678  -0.205
C 4.851 0.034 -0.618  -1.010
C 3.535 0.273 -0.954  -0.396
N 2.543 0.131 -0.065  0.869
C 2.829 -0.223 1.195  -0.420
H 6.177 -0.568 0.969  0.508
H 5.628 0.148 -1.360  0.503
H 3.257 0.571 -1.959  0.501
H 2.006 -0.306 1.898  0.412
C -2.765 -1.080 -2.509  -0.833
Si -3.210 0.043 -1.088  0.002
C -4.696 -0.478 -0.107  -0.797
C -3.145 1.861 -1.479  -0.547
Si -1.238 -0.326 0.664  -0.018
Si -1.952 1.103 2.487  1.112
C -2.057 2.884 1.878  -1.058
C -0.565 0.868 3.760  -1.236
C -3.556 0.600 3.298  -1.257
Si -1.319 -2.681 1.226  1.145
C -2.959 -3.034 2.048  -1.150
C -1.095 -3.852 -0.224  -1.017
C 0.070 -2.914 2.476  -0.951
H -3.576 -1.089 -3.244  0.509
H -2.618 -2.112 -2.191  0.232
H -1.872 -0.727 -3.030  0.088
H -5.598 -0.367 -0.717  0.445
H -4.829 0.136 0.781  0.128
H -4.641 -1.519 0.204  0.204
H -3.855 2.107 -2.276  0.510
H -2.161 2.151 -1.829  -0.168
H -3.395 2.470 -0.610  0.255
H -1.592 3.017 0.900  0.048
H -1.564 3.565 2.576  0.430
H -3.099 3.201 1.801  0.508
H 0.357 0.489 3.316  0.254
H -0.868 0.147 4.523  0.436
H -0.331 1.800 4.282  0.464
H -4.428 0.729 2.660  0.380
H -3.709 1.224 4.183  0.386
H -3.537 -0.436 3.634  0.297
H -3.790 -2.996 1.345  0.331
H -3.172 -2.333 2.854  0.175
H -2.946 -4.037 2.482  0.420
H -1.772 -3.624 -1.050  0.348
H -1.324 -4.871 0.097  0.508
H -0.076 -3.863 -0.610  0.227
H -0.160 -2.400 3.413  0.346
H 1.028 -2.529 2.118  0.123
H 0.216 -3.972 2.711  0.509


5.
ORCA calculation (ωB97M-V/def2-TZVPD) on C28H52OsP2 as an isolated structure.

Values from the calculation:
* spin multiplicity: 5
* net charge: +2
* gap between HOMO and LUMO (alpha / beta): 0.25392 / 0.24214 Eh
* energy relative to the best compared isomer or geometry (same formula, charge and spin): 102.38 kcal/mol
* HOMO (alpha / beta): -12.8 / -14.4 eV

Each line ends with the Mulliken charge.
Cartesian coordinates (Å):
Os -0.621 -0.137 -0.526  2.292
C -0.908 0.491 2.639  0.400
C -1.104 -0.765 1.744  2.427
C 0.506 -1.117 3.458  0.756
C 0.149 0.268 3.485  1.515
C -0.218 -1.756 2.448  -0.446
C -1.736 1.719 2.788  -2.339
H -2.670 1.713 2.217  0.472
H -1.109 2.579 2.482  0.489
H -2.047 1.920 3.829  0.481
C 0.747 1.262 4.425  -1.696
H 0.252 2.242 4.340  0.462
H 1.819 1.395 4.192  0.233
H 0.659 0.937 5.473  0.411
C 1.368 -1.716 4.500  -1.809
H 1.010 -1.441 5.500  0.382
H 2.393 -1.341 4.404  0.303
H 1.392 -2.807 4.450  0.464
C -0.432 -3.235 2.512  -1.859
H -0.892 -3.523 3.482  0.418
H 0.518 -3.806 2.473  0.430
H -1.058 -3.656 1.709  0.365
C -2.502 -1.314 1.823  -1.991
H -2.728 -1.600 2.849  0.487
H -2.607 -2.176 1.170  0.446
H -3.274 -0.626 1.488  0.345
C -0.867 1.892 -3.221  0.981
C -2.076 2.080 -2.420  -1.364
C -3.374 1.560 -2.866  -1.456
C -3.318 -0.014 -2.897  -1.689
C -2.107 -0.606 -2.171  -0.300
C -0.959 -0.915 -2.905  -1.233
C -0.727 -0.411 -4.297  -0.839
C -0.932 1.089 -4.550  -1.629
H -3.588 1.944 -3.870  0.447
H -3.366 -0.332 -3.959  0.371
H -4.184 1.877 -2.181  0.403
H -1.826 1.280 -5.162  0.299
H -0.545 2.917 -3.538  0.712
H -2.094 3.095 -1.964  0.659
H -0.086 1.428 -5.149  0.520
H 0.294 -0.680 -4.596  0.275
H -0.613 -1.956 -2.877  0.507
H -1.446 -0.986 -4.921  0.655
H -4.232 -0.399 -2.421  0.404
H -2.329 -1.147 -1.232  1.468
P 0.284 1.249 -2.032  0.476
P 0.932 -1.964 -0.980  1.188
C 1.852 0.504 -2.488  -0.646
C 1.915 -1.062 -2.317  -1.426
H 2.569 1.019 -1.815  0.530
H 2.065 0.934 -3.511  0.608
H 1.599 -1.581 -3.238  0.445
H 2.967 -1.308 -2.105  0.774
C 2.204 -2.777 0.072  -1.100
H 1.819 -2.970 1.085  0.086
H 3.118 -2.183 0.136  0.426
H 2.450 -3.744 -0.383  0.513
C -0.149 -3.448 -1.182  -1.511
H 0.255 -4.078 -1.983  0.483
H -1.187 -3.180 -1.394  0.350
H -0.165 -4.032 -0.245  0.465
C 0.349 2.873 -1.177  -1.151
H -0.188 2.829 -0.231  -0.023
H -0.053 3.664 -1.826  0.578
H 1.375 3.114 -0.951  0.416
C -2.266 1.057 -0.245  -0.340
H -2.407 0.841 0.801  -1.762
H -3.219 0.727 -0.669  0.696
H -2.058 2.138 -0.265  0.651
C 3.372 0.913 2.263  -1.855
C 2.361 1.405 1.177  0.783
C 3.234 2.279 0.276  -2.025
C 1.627 0.232 0.483  -1.297
H 4.283 0.495 1.791  0.463
H 2.962 0.193 2.990  0.045
H 3.721 1.794 2.827  0.466
H 1.592 2.010 1.691  0.043
H 4.190 1.808 0.051  0.391
H 2.781 2.546 -0.666  0.550
H 3.477 3.206 0.800  0.441
H 2.431 -0.212 -0.119  0.507
H 1.376 -0.515 1.225  0.135


6.
ORCA calculation (ωB97M-V/def2-TZVPD) on a 2-piece molecular cluster, C2H6ClO2P overall.

Values from the calculation:
* gap between HOMO and LUMO: 0.31952 Eh
* energy relative to the best compared isomer or geometry (same formula, charge and spin): 54.98 kcal/mol
* HOMO: -8.6 eV

Each line ends with the Mulliken charge.
Cartesian coordinates (Å):
C 0.955 0.166 -0.409  -0.367
C 0.846 -0.852 0.660  -0.905
O 0.484 2.657 -1.177  -0.513
O -0.777 2.009 1.027  -0.606
P 0.238 1.632 0.026  0.754
Cl -2.581 -3.263 -0.817  -0.235
H 1.663 0.170 -1.102  0.456
H 1.723 -0.690 1.335  0.236
H 0.812 -1.875 0.339  0.354
H -0.200 -0.797 1.182  0.236
H -0.248 3.379 -1.207  0.359
H -2.915 -2.535 0.144  0.231


What did we get for max |F|? Answer: 0.063, 0.039, 0.095, 0.055, 0.067, 0.116 Eh/bohr, in the order shown.
What did we get for energy? Answer: -1364.7782, -458.5696, -234.5396, -9079.5686, -1870.5521, -1031.8074 Ha, in the order shown.